(1)
ORCA calculation (ωB97M-V/def2-TZVPD) on 9 unconnected molecules or ions with the total composition H19O9 at a distorted geometry.

```
28
Properties=species:S:1:pos:R:3:forces:R:3
O 1.8506 -1.6230 3.2185 0.369 0.077 -0.192
H 3.9128 -2.1116 -0.9830 -0.053 0.141 -0.182
H -0.6635 -0.3853 0.4333 -0.212 0.078 -0.413
O -0.9434 2.4090 1.0582 -0.154 0.996 0.101
H -3.9333 -1.0170 1.9535 -0.089 -0.135 -0.038
O 0.3988 -3.0924 -0.6816 0.348 -0.371 0.592
H 0.0791 2.3812 1.2528 -0.122 -0.462 -0.110
H -0.2807 -3.5207 -1.2099 0.060 0.466 -0.261
O 1.5136 2.4843 1.3586 0.331 0.571 -0.072
H 2.1326 1.7412 1.2963 -0.167 -0.138 -0.103
H 1.6976 3.0617 0.5948 0.150 -0.302 0.066
O -1.4702 0.1682 0.3530 -0.738 0.003 0.523
H -1.3836 1.4783 0.8139 0.657 -0.365 0.089
H -1.8367 0.2024 -0.5494 0.614 -0.484 -0.258
O -4.5632 -0.8872 1.2334 0.267 0.311 0.034
H 0.6902 -2.2589 -1.0608 -0.333 0.012 -0.348
H -4.2113 -0.0902 0.8094 -0.174 -0.194 0.003
O 1.1935 1.7403 -1.8132 -0.227 0.585 -0.454
H 1.3762 -0.8432 3.5205 -0.190 -0.138 0.096
H 0.2593 1.7435 -2.0856 0.053 -0.286 0.328
O 3.4727 -2.0048 -1.8377 -0.052 -0.225 0.286
H 2.8576 -2.7483 -1.8529 0.030 0.011 -0.058
H 1.5671 2.3641 -2.4553 0.234 -0.212 0.241
O -1.1717 0.3315 -2.5531 -0.268 -0.375 -0.559
H -1.9818 0.1956 -3.0687 -0.082 0.260 0.182
H -0.5449 -0.2311 -3.0371 0.203 0.133 0.310
H 1.3726 -2.3961 3.5274 -0.188 0.098 0.063
H -1.3900 2.9085 1.7647 -0.266 -0.055 0.135
```
Positions in Å, forces in eV/Å.

## Properties
lowest unoccupied orbital energy (alpha / beta) = 0.1 / -0.3 eV
total energy = -688.40278 hartree
2S+1 = 2
highest occupied orbital energy (alpha / beta) = -3.13 / -11.13 eV
net charge = 0
<S²> = 0.751
F_max = 1.01 eV Å⁻¹

=====

(2)
ORCA calculation (ωB97M-V/def2-TZVPD) on 2 unconnected molecules or ions with the total composition H2 at a distorted geometry.

```
2
Properties=species:S:1:pos:R:3:forces:R:3
H -0.9719 -0.0431 0.0826 3.150 0.140 -0.268
H 0.9719 0.0431 -0.0826 -3.150 -0.140 0.268
```
Positions in Å, forces in eV/Å.

## Properties
lowest unoccupied orbital energy = -2.1 eV
total energy = -0.98192 hartree
highest occupied orbital energy = -10.50 eV
net charge = 0
F_max = 3.16 eV Å⁻¹

=====

(3)
ORCA calculation (ωB97M-V/def2-TZVPD) on 2 unconnected molecules or ions with the total composition H2 at a distorted geometry.

```
2
Properties=species:S:1:pos:R:3:forces:R:3
H 0.6825 0.0291 0.0650 -4.720 -0.201 -0.449
H -0.6825 -0.0291 -0.0650 4.720 0.201 0.449
```
Positions in Å, forces in eV/Å.

## Properties
lowest unoccupied orbital energy = 0.1 eV
total energy = -1.06634 hartree
highest occupied orbital energy = -11.80 eV
net charge = 0
F_max = 4.75 eV Å⁻¹

=====

(4)
ORCA calculation (ωB97M-V/def2-TZVPD) on 2 unconnected molecules or ions with the total composition H2 at a distorted geometry.

```
2
Properties=species:S:1:pos:R:3:forces:R:3
H 0.4432 -0.4115 0.6026 -1.987 1.845 -2.702
H -0.4432 0.4115 -0.6026 1.987 -1.845 2.702
```
Positions in Å, forces in eV/Å.

## Properties
lowest unoccupied orbital energy = -1.3 eV
total energy = -1.01334 hartree
highest occupied orbital energy = -10.97 eV
net charge = 0
F_max = 3.83 eV Å⁻¹

=====

(5)
ORCA calculation (ωB97M-V/def2-TZVPD) on a molecular structure, H20KrO10.

```
31
Properties=species:S:1:pos:R:3:forces:R:3
Kr -1.1274 17.1584 -6.0638 -0.045 0.072 -0.084
O 1.3168 15.1068 -7.7846 0.309 0.016 -0.179
H 1.6503 14.7225 -8.5954 0.274 -0.032 -0.131
H 0.3659 15.0184 -7.8505 -0.669 -0.011 0.235
O 2.3545 19.2877 -8.5069 0.064 -0.189 -0.097
H 1.6338 19.3896 -7.8852 -0.156 -0.042 0.246
H 2.5071 20.1704 -8.8442 0.096 0.220 -0.104
O -1.4850 14.1657 -7.8055 0.267 0.117 0.070
H -1.2319 13.5844 -8.5226 0.006 -0.332 -0.187
H -2.3583 14.4760 -8.0449 -0.216 0.134 0.015
O 2.1495 15.8667 -5.2759 0.146 0.097 0.592
H 2.7264 16.6058 -5.4685 0.090 0.188 0.065
H 1.9736 15.4706 -6.1294 -0.164 -0.248 -0.615
O -4.8166 17.8328 -7.8920 0.011 0.225 0.094
H -5.7089 17.5238 -7.7357 -0.298 -0.050 0.075
H -4.3447 17.0585 -8.1987 0.266 -0.090 -0.113
O -0.0055 15.3330 -3.3941 -0.280 -0.555 0.180
H 0.6581 15.4584 -4.0725 0.486 0.096 -0.216
H -0.3414 16.2126 -3.2215 -0.186 0.474 0.221
O -3.8513 19.6560 -5.8338 0.280 0.359 0.467
H -4.1400 19.0353 -6.5029 -0.059 -0.552 -0.518
H -4.5156 20.3450 -5.8430 -0.112 0.199 0.032
O -1.5833 20.3966 -4.1238 0.507 0.094 0.127
H -2.1887 20.0536 -4.7812 -0.587 -0.172 -0.561
H -2.0556 21.1241 -3.7190 -0.080 0.124 0.168
O -1.6830 19.1371 -9.8295 -0.159 -0.177 -0.115
H -1.5332 20.0574 -10.0464 0.000 0.221 -0.093
H -1.1646 18.9896 -9.0385 0.144 -0.104 0.226
O -1.0206 18.0313 -2.7063 0.044 -0.701 0.244
H -0.6482 18.5252 -1.9758 0.110 0.050 0.136
H -1.2616 18.6985 -3.3490 -0.089 0.569 -0.181
```
Positions in Å, forces in eV/Å.

## Properties
lowest unoccupied orbital energy = -0.1 eV
total energy = -3518.00168 hartree
highest occupied orbital energy = -9.50 eV
net charge = 0
F_max = 0.83 eV Å⁻¹

=====

(6)
ORCA calculation (ωB97M-V/def2-TZVPD) on 10 unconnected molecules or ions with the total composition H20N2O11 at a distorted geometry.

```
33
Properties=species:S:1:pos:R:3:forces:R:3
N -9.3814 -10.8523 36.1510 4.012 -0.948 7.694
H -8.6028 -10.2795 35.8538 0.170 1.359 0.512
H -8.9181 -11.7909 36.5372 -0.904 2.423 -0.279
H -9.6521 -11.2300 35.3875 -4.026 -2.682 -7.154
H -10.0878 -10.5354 36.8525 0.834 0.459 -1.418
N -10.7060 -7.3911 34.8891 1.113 -1.810 -1.309
O -11.0180 -7.8629 36.0105 -0.248 0.397 0.157
O -11.3518 -7.7367 33.8603 0.074 0.783 0.974
O -9.6258 -6.7636 34.7532 -0.718 0.361 0.312
O -8.5877 -13.7057 38.4748 4.732 1.625 -3.266
H -7.7339 -13.1017 38.6112 -3.159 -1.749 -0.113
H -9.1237 -13.7410 39.2012 -1.683 0.200 3.226
O -7.1308 -11.0167 38.4385 3.189 -3.006 2.478
H -6.9004 -11.2490 39.4107 0.508 -0.005 -2.373
H -7.8101 -10.4865 38.7309 -3.459 2.712 -0.124
O -12.2273 -11.2788 34.3404 5.767 2.104 -0.624
H -13.0308 -11.5222 34.5580 -6.524 -1.443 2.084
H -12.0459 -11.8535 33.6255 0.805 -0.697 -1.302
O -7.1596 -8.6423 34.5264 2.040 1.742 4.327
H -6.8802 -7.7014 34.8504 -1.238 -2.625 -1.250
H -7.4136 -8.5912 33.6528 -1.010 0.618 -2.878
O -9.0148 -9.0959 38.7740 -0.883 -0.855 0.465
H -9.7177 -9.1565 39.4605 0.969 0.559 -0.616
H -8.2919 -8.5395 39.0691 -0.254 0.471 0.263
O -10.4075 -13.5248 35.9455 1.573 0.989 -2.151
H -11.1621 -13.3837 36.4495 -2.130 0.209 1.395
H -10.0057 -14.3245 36.2176 0.575 -1.189 0.685
O -9.2902 -11.4277 32.9688 -1.007 -1.606 -2.563
H -9.5346 -12.3715 32.7731 0.547 0.753 1.181
H -9.4819 -11.1668 32.0235 0.449 0.803 1.511
O -6.7753 -12.3129 34.8906 -4.432 -2.569 -4.156
H -6.0952 -12.2231 35.4296 4.982 1.299 4.170
H -6.6031 -13.2345 34.5598 -0.661 1.319 0.140
```
Positions in Å, forces in eV/Å.

## Properties
lowest unoccupied orbital energy = -0.5 eV
total energy = -948.88003 hartree
highest occupied orbital energy = -6.63 eV
net charge = 0
F_max = 8.73 eV Å⁻¹

=====

(7)
ORCA calculation (ωB97M-V/def2-TZVPD) on 9 unconnected molecules or ions with the total composition H20NO8 at a distorted geometry.

```
29
Properties=species:S:1:pos:R:3:forces:R:3
N -1.3128 0.3613 -0.1836 -0.158 0.744 1.735
H -0.7308 1.0113 0.3714 -0.384 0.313 -0.452
H -0.7378 -0.4607 -0.2716 -0.103 -1.001 -0.594
H -1.6348 0.7373 -1.0566 0.332 0.182 -0.811
H -2.1478 0.1743 0.3794 0.172 -0.528 0.205
O -1.8538 -2.6667 -0.3846 0.152 0.457 0.272
H -0.9498 -2.7547 -0.0446 -0.033 -0.021 0.094
H -1.8648 -3.2167 -1.1646 -0.135 -0.209 -0.386
O 0.7852 -2.5897 0.7134 1.208 -0.918 -0.494
H 1.4272 -1.9767 0.3234 -0.422 0.153 -0.177
H 1.1762 -3.4347 0.3704 -0.740 0.702 0.670
O 2.0972 1.7583 -1.0746 -1.952 1.433 2.167
H 1.9262 1.2373 -0.2496 0.097 0.455 -1.584
H 2.6972 1.2543 -1.5416 2.122 -1.440 -1.700
O 1.4052 0.5703 1.0564 0.578 2.123 0.280
H 2.0702 1.1703 1.4744 -0.755 -0.642 -0.113
H 1.3742 -0.1817 1.6004 -0.046 -1.839 1.264
O -1.1028 3.1313 1.8424 0.319 0.430 -0.758
H -0.3928 2.9613 2.4794 -0.200 0.503 -0.275
H -0.9018 3.9733 1.3604 -0.060 -1.080 0.912
O 0.0272 1.0143 -2.8496 -0.366 1.096 -0.059
H 0.1842 1.8833 -2.4316 0.239 -0.562 -0.062
H 0.4592 1.1133 -3.7056 -0.181 -0.132 -0.209
O 1.0202 -1.2177 -1.9216 1.253 -0.936 0.771
H 0.6842 -0.3747 -2.2136 -0.509 0.926 -0.452
H 1.9822 -1.0667 -1.9336 -0.480 -0.360 -0.085
O -2.0318 -0.7457 2.6474 1.422 2.876 -1.607
H -1.4178 -0.2347 3.1974 -0.271 0.095 -0.288
H -2.2368 -1.4307 3.2094 -1.099 -2.822 1.737
```
Positions in Å, forces in eV/Å.

## Properties
lowest unoccupied orbital energy = -3.2 eV
total energy = -668.43556 hartree
highest occupied orbital energy = -14.19 eV
net charge = +1
F_max = 3.59 eV Å⁻¹

=====

(8)
ORCA calculation (ωB97M-V/def2-TZVPD) on 10 unconnected molecules or ions with the total composition H20O10 at a distorted geometry.

```
30
Properties=species:S:1:pos:R:3:forces:R:3
O 1.2704 0.4033 -0.0420 -1.760 2.641 0.016
H 2.2076 0.2787 0.0338 0.692 0.229 0.172
H 1.0387 1.4594 0.0065 1.068 -2.960 -0.091
O 1.7866 -1.0224 -2.6466 -0.912 1.464 1.500
H 2.3257 -1.3926 -1.9278 -0.245 0.022 -0.405
H 1.1990 -0.3681 -2.1320 1.095 -1.489 -1.012
O 0.9802 0.7636 3.3469 0.777 -0.994 -0.558
H 1.6568 0.0647 3.3839 -0.060 0.222 1.035
H 0.9552 0.7313 2.3855 -0.700 0.641 -0.637
O 2.3726 2.3838 -3.0923 -1.213 0.256 0.881
H 2.4790 1.5405 -2.6294 0.150 -0.115 -0.326
H 1.4391 2.6122 -2.8664 0.913 -0.238 -0.543
O 0.9515 2.9977 0.0396 0.302 -1.733 -0.493
H 1.5496 3.3462 -0.6126 0.217 0.808 -0.170
H 0.5007 3.6184 0.5709 -0.447 1.351 0.569
O -3.0489 -2.3876 -1.4212 -0.263 1.600 0.477
H -2.8261 -1.6187 -2.0054 -0.303 -1.029 0.764
H -3.4681 -1.9689 -0.6188 0.679 -0.486 -1.204
O 0.3532 -2.8680 3.2847 -0.751 1.721 1.816
H 0.2710 -1.8651 3.2937 0.156 -2.086 -0.330
H 0.9585 -3.0842 2.5999 0.750 0.030 -0.861
O -0.2731 -1.7986 1.0572 0.839 1.090 1.885
H -0.3364 -2.6391 0.6597 -0.718 -1.148 -1.172
H -0.7007 -1.1054 0.5926 0.300 0.097 -1.557
O -2.9646 -0.2925 0.9551 -0.573 0.184 -0.120
H -3.3861 -0.5177 1.8049 0.646 0.073 -0.468
H -2.0350 -0.5358 0.9936 -0.598 -0.196 0.831
O -1.3707 1.1286 -1.8579 -0.776 -0.093 0.279
H -1.6425 0.6672 -1.0551 0.454 -0.119 0.181
H -2.2432 1.4692 -2.1011 0.280 0.255 -0.459
```
Positions in Å, forces in eV/Å.

## Properties
lowest unoccupied orbital energy = -0.2 eV
SMILES string = O.O.O.O.O.O.O.O.O.O
total energy = -764.33503 hartree
highest occupied orbital energy = -10.90 eV
net charge = 0
F_max = 3.17 eV Å⁻¹